[1]
DFT (ωB97M-V with the def2-TZVPD basis set) results for a structure of composition C39H59F4N9O2RbS in a non-equilibrium geometry.

Results
* orbital gap: 5.0 eV
* ΔE to the lowest compared entry with this formula, charge and spin: 66.8 kJ/mol
* charge: -1

Each line ends with the Löwdin charge.
Element x y z (Å)
Rb1 -0.427 1.639 0.332  0.744
C1 0.934 -0.702 3.995  -0.077
C2 1.584 0.668 4.016  -0.259
N1 0.720 1.716 3.432  -0.183
C3 -0.393 2.026 4.372  -0.259
C4 -1.658 2.326 3.608  -0.075
C5 1.551 2.912 3.151  -0.214
C6 0.998 4.247 2.757  -0.302
N2 0.479 4.257 1.451  -0.051
C7 -0.150 5.329 1.038  -0.236
C8 -0.570 5.459 -0.341  -0.133
F1 -0.238 4.347 -1.121  -0.026
C9 -1.281 6.448 -0.901  -0.300
F2 -1.633 6.251 -2.156  0.098
C10 -1.723 7.544 -0.187  0.026
C11 -1.260 7.540 1.125  -0.247
F3 -1.608 8.566 1.912  0.062
C12 -0.528 6.517 1.729  -0.161
F4 -0.182 6.736 3.006  0.052
H1 1.271 -1.395 4.817  0.097
H2 1.048 -1.228 3.024  0.054
H3 -0.144 -0.531 4.069  0.044
H4 2.512 0.628 3.445  0.090
H5 1.795 1.007 5.054  0.119
H6 -0.048 2.867 5.036  0.130
H7 -0.573 1.236 5.056  0.090
H8 -1.487 3.094 2.858  0.055
H9 -2.497 2.606 4.240  0.077
H10 -1.896 1.336 3.180  0.062
H11 2.234 2.580 2.342  0.105
H12 2.213 3.085 4.019  0.116
H13 1.804 5.026 2.867  0.139
H14 0.252 4.484 3.468  0.083
H15 -2.274 8.385 -0.599  0.118
N3 2.474 0.943 -0.984  0.050
C13 3.044 0.219 0.165  -0.321
C14 4.572 0.228 0.204  -0.139
C15 5.253 -0.490 1.406  -0.157
C16 5.471 -1.989 1.298  -0.207
N4 6.194 -2.366 0.106  0.034
C17 5.747 -3.300 -0.792  -0.537
N5 4.659 -3.980 -0.562  0.090
N6 6.610 -3.426 -1.851  0.132
C18 2.547 -1.215 0.084  -0.505
O1 3.066 -1.837 -0.960  0.064
O2 1.888 -1.789 0.917  0.105
H16 2.868 0.635 -1.894  0.029
H17 2.755 1.927 -0.924  0.091
H18 2.731 0.674 1.106  0.121
H19 4.856 1.267 0.191  0.108
H20 4.873 -0.242 -0.774  0.127
H21 4.674 -0.337 2.404  0.141
H22 6.238 -0.039 1.572  0.100
H23 4.515 -2.481 1.276  0.091
H24 5.994 -2.373 2.186  0.124
H25 7.125 -2.004 0.022  0.133
H26 3.074 -2.823 -0.738  0.121
H27 4.447 -4.604 -1.319  0.040
H28 7.313 -2.721 -1.999  0.091
H29 6.334 -3.993 -2.640  0.100
S1 2.011 1.220 -4.532  0.524
C19 1.096 -0.211 -4.428  -0.870
N7 1.122 -1.077 -3.428  0.009
C20 0.254 -2.213 -3.529  -0.129
C21 -0.697 -1.696 -4.630  -0.139
N8 0.129 -0.714 -5.279  0.023
H30 1.836 -1.043 -2.681  0.108
H31 -0.221 -2.340 -2.556  0.091
H32 0.785 -3.141 -3.843  0.122
H33 -1.537 -1.225 -4.115  0.094
H34 -1.006 -2.509 -5.325  0.125
H35 -0.194 -0.002 -5.889  0.092
C22 -5.933 -0.581 -3.935  -0.065
C23 -4.507 -0.186 -3.540  -0.307
C24 -3.892 0.839 -4.269  -0.068
C25 -2.604 1.235 -3.853  -0.302
C26 -1.879 2.264 -4.723  -0.051
C27 -2.039 0.730 -2.705  -0.075
C28 -2.675 -0.271 -1.883  -0.323
C29 -3.898 -0.793 -2.470  -0.017
N9 -2.019 -0.605 -0.762  -0.013
C30 -2.222 -1.771 0.144  -0.452
C31 -3.708 -2.213 0.365  -0.076
C32 -3.791 -3.281 1.475  -0.313
C33 -3.219 -2.789 2.796  -0.123
C34 -1.752 -2.442 2.573  -0.285
C35 -0.886 -3.600 2.085  -0.115
C36 -1.530 -4.130 0.841  -0.300
C37 -2.982 -4.486 1.072  -0.143
C38 -1.449 -3.042 -0.268  -0.079
C39 -1.680 -1.329 1.514  -0.138
H36 -6.583 0.304 -3.950  0.075
H37 -6.404 -1.262 -3.244  0.054
H38 -5.932 -1.087 -4.900  0.066
H39 -4.395 1.252 -5.114  0.086
H40 -1.383 3.009 -4.076  0.078
H41 -2.584 2.770 -5.396  0.066
H42 -1.067 1.841 -5.382  0.051
H43 -1.027 1.014 -2.425  0.073
H44 -4.421 -1.605 -2.022  0.061
H45 -4.173 -2.719 -0.495  0.105
H46 -4.288 -1.322 0.695  0.136
H47 -4.805 -3.580 1.589  0.121
H48 -3.239 -3.558 3.582  0.120
H49 -3.811 -1.917 3.081  0.118
H50 -1.391 -1.954 3.516  0.122
H51 -0.868 -4.405 2.822  0.122
H52 0.101 -3.327 1.827  0.088
H53 -1.024 -5.009 0.509  0.126
H54 -3.093 -5.295 1.854  0.135
H55 -3.344 -4.880 0.130  0.111
H56 -1.837 -3.510 -1.203  0.130
H57 -0.423 -2.781 -0.384  0.087
H58 -0.642 -0.977 1.439  0.071
H59 -2.427 -0.490 1.732  0.128

***

[2]
DFT (ωB97M-V with the def2-TZVPD basis set) results for a structure of composition C19H33Cl2GdN4O4 in a non-equilibrium geometry.

Results
* multiplicity: 8
* orbital gap (spin up / spin down): 7.6 / 4.8 eV
* expectation value of S²: 16.031

Each line ends with the Löwdin charge.
Element x y z (Å)
O1 -1.074 0.498 -1.237  -0.260
C1 -1.472 -0.704 -1.618  -0.448
C2 -2.978 -0.889 -1.395  -0.187
C3 -3.593 -0.477 -0.218  -0.077
H1 -2.976 -0.113 0.610  0.015
C4 -4.981 -0.546 -0.081  -0.085
H2 -5.437 -0.183 0.843  0.101
C5 -5.758 -1.091 -1.107  -0.105
H3 -6.844 -1.159 -0.996  0.095
C6 -5.127 -1.571 -2.264  -0.094
H4 -5.706 -2.038 -3.059  0.093
C7 -3.740 -1.453 -2.415  -0.044
H5 -3.215 -1.803 -3.309  0.110
H6 -1.319 -0.847 -2.712  0.125
C8 0.723 -2.209 -1.745  -0.098
C9 -0.548 -1.933 -0.972  -0.336
H7 0.728 -3.205 -2.225  0.090
H8 1.607 -2.217 -1.080  0.034
H9 0.870 -1.459 -2.534  0.081
C10 -1.156 -2.844 -0.175  -0.171
C11 -0.760 -4.280 -0.079  -0.111
H10 -1.994 -2.545 0.455  0.099
H11 -1.470 -4.911 -0.634  0.091
H12 -0.776 -4.615 0.965  0.070
H13 0.240 -4.464 -0.498  0.061
Gd1 0.568 -0.589 0.986  1.136
Cl1 -1.507 -0.334 2.512  -0.048
Cl2 1.605 -2.836 1.719  -0.023
H14 -3.268 4.205 -0.073  0.086
H15 -2.199 4.424 2.163  0.087
C12 -2.990 3.141 -0.036  -0.036
C13 -1.800 3.405 2.129  -0.044
N1 -1.768 2.972 0.741  -0.169
H16 -2.818 2.755 -1.048  0.094
C14 -0.672 2.439 0.198  -0.339
O2 0.254 1.894 0.847  -0.174
H17 -0.792 3.379 2.548  0.091
H18 -0.640 2.529 -0.900  0.125
H19 -3.822 2.589 0.430  0.093
H20 -2.462 2.754 2.711  0.080
H21 5.330 1.021 -1.861  0.099
H22 3.900 2.876 -3.278  0.096
C15 4.539 0.354 -2.219  -0.016
C16 3.168 2.064 -3.402  -0.032
N2 3.278 1.080 -2.329  -0.167
H23 4.410 -0.479 -1.529  0.087
C17 2.284 0.891 -1.469  -0.240
O3 2.315 0.023 -0.543  -0.185
H24 2.155 2.485 -3.392  0.096
H25 1.390 1.522 -1.609  0.135
H26 4.828 -0.006 -3.210  0.093
H27 3.361 1.592 -4.377  0.095
C18 3.028 0.868 5.212  -0.055
N3 3.727 0.124 4.193  0.017
C19 3.242 -0.138 2.962  -0.580
N4 4.111 -0.767 2.125  0.159
O4 2.079 0.203 2.595  -0.174
H28 2.051 1.193 4.850  0.093
H29 3.632 1.743 5.478  0.086
H30 2.897 0.239 6.098  0.088
H31 4.685 -0.149 4.383  0.143
H32 3.716 -1.250 1.323  0.047
H33 4.940 -1.157 2.552  0.106

***

[3]
DFT (ωB97M-V with the def2-TZVPD basis set) results for the molecule C3H6N4 in a non-equilibrium geometry.

Results
* orbital gap: 9.8 eV
* ΔE to the lowest compared entry with this formula, charge and spin: 297.1 kJ/mol
* SMILES: Cn1cnnc1N

Each line ends with the Löwdin charge.
Element x y z (Å)
C1 1.753 -0.366 -0.744  -0.064
C2 0.471 -0.590 1.343  -0.063
C3 -0.548 0.219 -0.403  -0.552
H1 2.363 -1.122 -0.196  0.090
H2 1.343 -0.638 -1.672  0.068
H3 2.658 0.482 -0.674  0.151
H4 1.179 -0.960 1.941  0.077
H5 -0.498 1.941 -1.693  0.121
H6 -1.702 0.454 -2.023  0.204
N1 0.625 -0.141 0.027  -0.116
N2 -0.820 -0.317 1.563  -0.017
N3 -1.432 0.212 0.524  0.050
N4 -0.573 0.854 -1.664  0.051

***

[4]
DFT (ωB97M-V with the def2-TZVPD basis set) results for a structure of composition C8H9N3 in a non-equilibrium geometry.

Results
* orbital gap: 8.5 eV
* ΔE to the lowest compared entry with this formula, charge and spin: 514.2 kJ/mol

Each line ends with the Löwdin charge.
Element x y z (Å)
C1 -1.845 1.776 -1.882  -0.049
C2 -1.064 1.051 -0.947  -0.332
C3 -0.121 0.332 0.983  -0.267
C4 0.270 0.123 2.239  -0.189
C5 1.619 -1.583 1.550  -0.135
C6 1.311 -1.374 0.243  -0.060
C7 0.347 -0.513 -0.079  -0.224
C8 -0.003 -0.493 -2.483  -0.019
H1 -2.592 2.376 -1.441  0.049
H2 -0.872 2.321 -2.705  0.192
H3 -2.438 1.136 -2.733  0.124
H4 -0.482 0.859 2.987  0.186
H5 2.624 -2.230 2.058  0.176
H6 1.548 -1.872 -0.788  0.143
H7 0.658 -1.207 -2.418  -0.026
H8 -1.015 -1.425 -2.540  0.197
H9 0.070 0.131 -3.445  0.117
N1 -1.078 1.237 0.501  0.153
N2 1.123 -0.759 2.568  0.042
N3 -0.128 0.092 -1.172  -0.078